Entry 1:
Computed, not measured: a structure of composition C41H47Cl2CrN8O5P2S2, with ωB97M-V/def2-TZVPD.

Atoms and positions in Å:
Cr1 -0.29396 0.54267 0.94995
Cl1 -1.74038 -7.96906 2.79587
Cl2 2.64482 -5.04282 1.42759
S1 -3.84253 0.15044 3.75910
S2 -0.87993 0.46659 4.04215
P1 0.31822 1.81737 -2.90878
P2 -0.51449 3.68778 -0.82042
O1 -0.40653 0.75118 -2.21076
O2 -0.32473 2.64320 0.21015
O3 -0.37663 -1.40134 1.55359
O4 -1.17409 -1.08765 -0.45171
O5 -0.05983 3.30515 -2.31301
N1 1.96915 1.84870 -2.86983
N2 4.17473 -3.22803 -1.11219
N3 0.47074 4.98491 -0.54901
N4 -2.26944 0.50187 1.74842
N5 1.58408 0.34794 0.72879
N6 -0.07786 1.90461 -4.49407
N7 -0.34878 -5.81413 1.32707
N8 -2.08317 4.18084 -0.95350
C1 2.67694 -7.20553 2.99162
C2 0.39674 -4.46591 -2.58303
C3 -3.55131 0.30748 1.21095
C4 -0.63209 -4.13345 -0.41373
C5 0.93155 -5.67202 -2.15156
C6 4.31384 -0.32212 0.96778
C7 1.72731 0.86284 3.07095
C8 -5.19953 0.05651 -0.50033
C9 0.75555 -8.45416 3.67057
C10 0.90985 3.49164 3.77390
C11 -5.87875 -0.07953 1.81359
C12 3.86824 0.72290 1.66257
C13 -0.38274 -3.71323 -1.71985
C14 0.49911 -6.60777 2.08243
C15 -1.37358 1.38265 -4.92677
C16 -2.50403 4.85802 -2.18200
C17 2.43325 1.63253 4.14863
C18 0.40052 5.53589 0.81013
C19 2.64245 2.53646 -1.75752
C20 0.04674 2.73767 3.08139
C21 0.66235 6.01664 -1.56338
C22 -1.46023 -3.27698 0.52827
C23 2.41380 1.09502 1.68872
C24 3.82250 -2.28372 -0.54909
C25 0.26786 1.28565 2.82797
C26 2.54954 0.51176 -3.12989
C27 0.49559 2.93301 -5.35669
C28 -4.54893 0.11963 2.16900
C29 -0.09349 -5.35066 0.00807
C30 -3.15218 3.39996 -0.32627
C31 2.08661 2.89396 4.40915
C32 -0.02420 -7.65700 2.85664
C33 1.88201 -6.38942 2.20407
C34 -3.87972 0.26123 -0.14417
C35 -6.19653 -0.10260 0.46768
C36 0.67645 -6.11402 -0.86658
C37 -2.27764 0.40750 3.05157
C38 3.39161 -1.12112 0.15890
C39 2.12222 -8.23886 3.72683
C40 2.09586 -0.72472 0.08309
C41 -0.98585 -1.84638 0.52541
H1 -3.65063 2.75138 -1.05232
H2 -2.11192 2.18646 -5.03439
H3 -0.50345 6.13992 0.96259
H4 3.58185 0.63492 -3.45654
H5 2.42138 2.08437 -0.78304
H6 0.28946 -9.24266 4.24659
H7 1.99598 0.00900 -3.92524
H8 1.08160 -7.05960 -0.52123
H9 -2.74468 2.78649 0.47158
H10 1.40435 -1.27244 -0.55274
H11 -1.32063 -5.92600 1.55284
H12 1.44171 3.27774 -4.94449
H13 2.36335 3.58635 -1.72863
H14 -0.79035 -2.76292 -2.04360
H15 0.42381 4.73073 1.53598
H16 2.74841 -8.86257 4.35157
H17 3.73896 -6.99905 3.03989
H18 -1.69248 5.43829 -2.61317
H19 0.69156 4.53817 3.96108
H20 -7.22460 -0.25603 0.16349
H21 1.78072 -0.21076 3.26222
H22 4.54048 1.33778 2.24960
H23 -0.18273 3.78747 -5.45882
H24 -2.50928 -3.28176 0.22032
H25 0.59061 -4.11239 -3.58854
H26 -2.84420 4.13754 -2.93502
H27 -3.32777 5.53607 -1.95549
H28 2.52984 -0.12190 -2.24032
H29 0.68058 2.52054 -6.35005
H30 -1.38302 -3.64309 1.54764
H31 -1.26328 0.88823 -5.89423
H32 2.30534 2.16941 1.48900
H33 -6.64145 -0.21560 2.57153
H34 1.59635 6.53901 -1.35332
H35 -5.46397 0.01096 -1.55031
H36 -3.89711 4.07429 0.10170
H37 3.71650 2.47157 -1.92855
H38 0.73731 5.57374 -2.55640
H39 2.62692 3.47690 5.14787
H40 3.26232 1.16320 4.66706
H41 -0.90499 3.15366 2.76297
H42 1.27266 6.16940 0.97213
H43 1.54729 -6.26888 -2.81380
H44 -0.14521 6.75895 -1.56075
H45 -3.09208 0.35374 -0.88185
H46 -1.73700 0.65757 -4.20178
H47 5.36437 -0.58810 0.96855

Its molecular weight is 980.9 g/mol. As for the multiplicity: 2. The strongest force on any atom is 0.695 eV Å⁻¹. The energy above the lowest of the compared OMol25 structures with the same formula, charge and spin is 20.07 kcal per mole. For the gap between HOMO and LUMO (alpha / beta), the calculation gives 0.2438 / 0.2651 Eh. As for the HOMO energy (alpha / beta): -6.9 / -6.9 eV.

Entry 2:
Computed, not measured: a structure of composition C35H47IrN4O5S3SbSi3 at a distorted geometry, with ωB97M-V/def2-TZVPD.

Atoms and positions in Å:
Ir1 -0.48405 0.83512 -0.26421
Sb1 2.24186 -0.89482 -0.48050
S1 0.86075 4.29736 1.02736
S2 1.29248 2.35336 -1.27738
S3 2.71851 4.86008 -1.09343
Si1 4.29248 0.19967 1.67617
Si2 2.39009 -2.07357 2.87759
Si3 0.14169 -1.35411 -2.82669
O1 -7.77496 3.16498 -0.79688
O2 -1.30920 0.63346 -2.25362
O3 -1.62087 2.74276 -0.28304
O4 -7.16317 4.89646 -1.91386
O5 -2.51077 0.60713 1.17919
N1 0.48320 0.99523 1.67636
N2 -2.34957 1.09947 -2.89275
N3 -6.90816 3.92828 -1.20950
N4 -0.24315 -3.49083 -0.80829
C1 5.47449 -0.85428 0.62861
C2 4.22761 1.93205 0.94731
C3 -5.54828 3.66129 -0.87974
C4 1.59444 0.52127 2.29059
C5 -2.83125 3.02963 -0.42562
C6 -0.24122 1.94261 2.31338
C7 3.87131 -3.25851 2.75470
C8 -1.49365 -2.00210 -3.56675
C9 -4.47838 1.96348 -4.41714
C10 -0.58110 -2.28488 -0.31263
C11 1.93817 1.03104 3.55079
C12 -0.90864 -4.57301 -0.42797
C13 -5.23277 2.59189 -0.07274
C14 1.25373 -2.80949 -3.41870
C15 -3.57795 0.59274 -2.67648
C16 -2.30432 -3.33058 1.01737
C17 -3.61778 1.09162 0.95075
C18 -3.90296 2.25655 0.17705
C19 -2.16146 2.05587 -3.82030
C20 -4.52285 4.48214 -1.41306
C21 -1.60572 -2.19922 0.64658
C22 0.02249 2.41160 3.58348
C23 1.00604 0.04343 -3.77721
C24 -4.65257 1.00558 -3.42424
C25 2.78071 -3.00399 -0.40525
C26 1.58055 3.79981 -0.42495
C27 -1.96409 -4.55875 0.46673
C28 -3.20842 2.49314 -4.59359
C29 2.50488 -0.53747 1.73461
C30 0.08774 -1.10043 -0.89393
C31 2.39302 -1.70705 4.75007
C32 5.20251 0.32362 3.35032
C33 0.75205 -2.98499 2.67932
C34 1.15600 1.95213 4.21444
C35 -3.21827 4.18606 -1.18615
H1 0.95587 0.99040 -3.24967
H2 1.05768 -3.73004 -2.87697
H3 2.83940 0.66507 4.01119
H4 2.31728 -2.57046 -3.34555
H5 1.03458 -2.99448 -4.47549
H6 -2.35779 -1.36301 -3.40348
H7 0.63482 -3.72990 3.46976
H8 2.05868 -0.20167 -3.92015
H9 2.30070 -2.66088 5.27571
H10 2.54339 -3.44865 -1.36552
H11 5.17661 -0.87285 -0.42044
H12 -6.03363 2.00262 0.35690
H13 3.68304 -4.11331 3.40865
H14 0.55301 0.18790 -4.76227
H15 3.85593 -3.07752 -0.24188
H16 -5.62674 0.58552 -3.21790
H17 3.31013 -1.23088 5.10164
H18 -3.10928 -3.25669 1.73993
H19 -2.49723 -5.46503 0.72018
H20 -4.81180 5.33094 -2.01623
H21 -4.50036 0.59045 1.38899
H22 4.05612 -3.64549 1.75628
H23 4.89907 1.20119 3.92279
H24 -5.31502 2.29648 -5.01427
H25 -1.85753 -1.24261 1.07000
H26 -3.62934 -0.15066 -1.89437
H27 4.78787 -2.77437 3.09897
H28 -1.37300 -2.13243 -4.64480
H29 3.88642 1.91302 -0.08867
H30 -1.71303 -2.98331 -3.14136
H31 5.06834 -0.55793 3.98100
H32 -1.09506 2.33184 1.79457
H33 0.64856 -3.49576 1.72366
H34 -0.63236 3.14586 4.02821
H35 -0.07421 -2.27793 2.75903
H36 -3.02922 3.26063 -5.33276
H37 5.54015 -1.88450 0.98314
H38 -0.57717 -5.50502 -0.88030
H39 1.55194 -1.08195 5.05148
H40 6.47481 -0.42100 0.68397
H41 2.24610 -3.53932 0.37287
H42 3.54681 2.58067 1.50398
H43 1.44086 2.30848 5.19643
H44 5.21355 2.40110 0.96405
H45 -1.14803 2.42351 -3.89758
H46 6.27182 0.42378 3.15273
H47 -2.42394 4.80534 -1.58261

Its molecular weight is 1098.2 g/mol. As for the multiplicity: 1. The strongest force on any atom is 2.572 eV Å⁻¹. Its total charge is -1. The energy above the lowest of the compared OMol25 structures with the same formula, charge and spin is 25.07 kcal per mole. For the gap between HOMO and LUMO (alpha / beta), the calculation gives 0.1728 / 0.1729 Eh. As for the HOMO energy (alpha / beta): -3.5 / -3.5 eV.

Entry 3:
Computed, not measured: a cluster of 3 separate species, C9H9O2S in total at a distorted geometry, with ωB97M-V/def2-TZVPD.

Atoms and positions in Å:
S1 -3.44778 0.97501 -3.33534
O1 -3.22842 2.20013 -4.21918
O2 -4.67789 0.30575 -3.63330
C1 -2.08117 0.95397 0.14699
C2 1.72019 -0.36737 1.61835
C3 0.34781 0.60528 -0.20365
C4 1.40997 -1.90538 -2.64425
C5 -0.70204 -0.04764 1.93316
C6 0.53488 -0.32318 2.37098
C7 2.55705 -2.18479 -2.82628
C8 1.51253 0.06688 0.31993
C9 -0.86693 0.48887 0.63242
H1 0.53994 -0.65185 3.37244
H2 2.72465 -0.61056 2.04898
H3 3.44905 -2.51348 -3.30608
H4 0.22406 0.98287 -1.21749
H5 -2.37209 1.61584 -0.61056
H6 2.44092 0.09982 -0.23834
H7 -2.97669 0.51752 0.43924
H8 0.34630 -1.73491 -2.74917
H9 -1.65200 -0.32144 2.53189

Its molecular weight is 181.2 g/mol. As for the multiplicity: 1. The strongest force on any atom is 4.315 eV Å⁻¹. Its total charge is -1. The energy above the lowest of the compared OMol25 structures with the same formula, charge and spin is 86.86 kcal per mole. For the gap between HOMO and LUMO (alpha / beta), the calculation gives 0.2791 / 0.1297 Eh. As for the HOMO energy (alpha / beta): -4.6 / -1.5 eV.

> What is the formula in the third record?

C9H9O2S